Density functional theory data (wB97M-V/def2-TZVPD) for 2 unconnected molecules or ions with the total composition C5H11N in a non-equilibrium geometry.

Last column: natural (NBO) charge in e.
Geometry (Å):
C: 0.54562 -1.17796 -0.79885  -0.262
H: 0.01983 0.26149 1.11392  0.204
H: -1.78169 0.63236 1.57075  0.204
H: -0.46651 1.77362 1.89792  0.205
C: 1.53850 -0.90180 0.26906  0.057
C: -1.18536 1.82271 -0.13293  -0.617
H: 1.80423 -1.78245 0.88058  0.186
C: -0.07387 -2.36429 -0.85998  -0.348
H: 0.30789 -0.37703 -1.48848  0.209
H: 0.19975 -3.19099 -0.21247  0.197
H: -0.91793 -2.51415 -1.52505  0.205
H: 2.19402 0.67725 -0.60661  0.319
C: -0.88605 1.09507 1.15268  -0.601
H: -0.25721 2.07412 -0.65450  0.197
H: -1.78329 1.19741 -0.80143  0.202
H: -1.72259 2.75631 0.06591  0.212
N: 2.46467 0.01834 0.12950  -0.570

Cartesian forces, eV/Å:
-0.7 -0.7 1.0
-2.9 2.1 -0.2
0.2 -0.1 0.0
-0.2 0.2 0.1
3.4 0.3 -2.7
0.3 -0.2 -0.4
-0.5 0.7 0.4
0.0 0.7 -0.1
-0.1 0.1 0.1
-0.1 0.2 0.1
0.3 -0.2 -0.2
0.0 -0.1 0.0
2.4 -1.8 0.9
-0.1 0.1 0.0
0.0 0.2 0.0
0.0 -0.2 -0.1
-1.9 -1.3 1.1

Output
charge = 0
energy relative to the best compared isomer or geometry (same formula, charge and spin) = 49.1 kcal per mole
E_HOMO = -9.74 eV
HOMO-LUMO gap = 10.17 eV
LUMO = 0.42 eV
SMILES string = [H]/N=C\C=C.CC

=====

Density functional theory data (wB97M-V/def2-TZVPD) for a molecular structure, C33H29F5N6O4SnTe2 in a non-equilibrium geometry.

Last column: Mulliken charge in e.
Geometry (Å):
C: -2.92029 -3.36459 3.98778  0.538
Te: 0.46651 0.16844 -2.02748  0.716
C: -1.62414 -2.34019 2.03204  0.551
H: 3.49237 -4.56788 -0.09383  0.391
C: -2.63957 4.50040 -0.49595  -0.273
F: 1.48803 3.07537 -1.14592  -0.575
C: 1.71658 3.08767 5.99635  -0.614
H: 3.07677 -5.49624 2.19612  0.403
N: -1.47455 2.12070 0.31560  0.054
H: -0.70100 -2.34499 2.59986  -0.483
H: -4.85773 -3.22987 2.20633  0.475
C: -1.98151 4.40916 0.71357  -0.731
H: 2.45241 -0.20518 5.79479  0.411
C: -1.83406 -1.70903 -3.70558  -1.432
H: -1.90724 5.24669 1.39129  0.431
H: -1.96988 -3.54765 5.73922  0.199
H: 1.22996 2.54990 -3.72763  0.282
H: -3.08722 5.43346 -0.81685  0.395
H: -1.57363 -0.51835 -8.71113  0.351
C: 1.60159 1.97688 -4.57852  -1.621
F: 4.99705 1.31019 -0.64050  -0.551
Te: 3.17263 1.89291 -1.05350  1.559
C: -1.38287 3.20505 1.07909  0.343
C: -0.53248 -0.47567 -8.38077  -1.531
C: 0.43548 0.73494 -6.39276  -0.999
N: 0.24311 2.22658 2.65509  -0.070
F: 2.08685 -0.77052 -2.61445  -0.579
C: -2.14073 2.20880 -0.83651  -0.402
C: 2.04538 0.76137 5.52927  -0.454
H: 1.99678 -3.99464 3.91340  0.471
C: -0.07745 0.08473 -4.12158  -0.432
H: -0.02318 0.30765 -8.94406  0.340
O: 2.77419 1.48739 0.76022  -1.291
C: 0.88447 2.15433 3.91324  -0.323
H: 2.70631 1.71535 7.33051  0.345
C: -2.72933 3.37038 -1.29779  -1.031
F: 4.17108 2.72603 -2.70002  -0.621
O: 0.89766 -1.92129 4.67286  -0.891
C: 2.79916 -4.47762 1.95143  -0.440
C: -0.71501 3.14985 2.45112  0.220
H: -4.73989 -2.27739 -0.12830  0.416
C: 2.19476 1.84349 6.38171  -0.609
C: 2.21762 -3.65954 2.90878  -0.788
F: 3.79903 3.55675 -0.41004  -0.430
H: 0.69538 4.20551 4.48214  0.432
H: -2.24821 1.28431 -1.40517  0.702
C: 3.03303 -3.96770 0.68171  -0.755
H: 1.82852 2.67148 -5.38929  0.383
H: -1.88219 -1.71020 -6.37575  0.299
C: -2.64578 -1.82784 0.06538  0.012
H: -2.53958 -1.41254 -0.93184  0.095
C: -2.80355 -2.82766 2.58745  0.044
C: 1.91059 -2.34794 2.56618  0.834
H: 2.85351 -2.20090 -0.55258  0.408
C: -3.86882 -2.30916 0.51426  -0.740
H: -0.06442 -1.43122 -8.63147  0.297
O: -3.95418 -3.91734 4.35563  -0.733
H: -0.99354 -2.71443 4.59891  0.297
C: -1.16862 -0.98094 -5.99778  -0.974
C: -1.00455 -0.84242 -4.62445  1.277
C: 1.06747 3.24063 4.77935  -0.464
H: -2.60329 -1.11158 -3.20896  0.211
H: 2.54986 1.53949 -4.25995  0.305
H: -3.23896 3.38614 -2.25301  0.394
C: 0.62990 0.91654 -5.02023  1.019
N: -1.53320 -1.85359 0.79291  0.028
O: -1.15918 3.97028 3.26654  -0.767
C: 1.41935 0.90701 4.29110  0.434
C: -3.94252 -2.82398 1.79519  -0.569
H: 0.98848 1.36875 -7.08214  0.277
C: -0.42820 -0.22519 -6.89645  0.853
H: 1.85028 3.94989 6.64085  0.357
N: 1.46003 -0.11856 3.32281  0.103
N: -1.85453 -3.21758 4.79717  -0.205
C: 1.35890 -1.40540 3.63006  -0.035
Sn: 0.97421 0.58015 1.19055  2.005
N: 2.13995 -1.86637 1.34847  0.118
H: -2.33262 -2.50578 -4.26218  0.341
C: 2.67974 -2.65218 0.42185  -0.340
H: -1.20727 -2.15347 -2.93373  0.337

Cartesian forces, eV/Å:
-0.1 0.0 -0.1
-0.6 -0.8 -1.5
0.0 0.1 -0.1
0.0 0.0 0.0
0.0 -0.1 0.0
0.1 -0.2 -0.1
0.0 0.0 -0.1
0.0 0.0 0.0
0.0 0.0 0.0
0.0 0.0 0.0
0.0 0.0 0.0
0.1 0.2 -0.1
0.0 0.0 0.0
0.1 0.0 -0.2
0.0 0.0 0.0
0.0 0.0 0.0
0.0 0.0 0.0
0.0 0.0 0.0
0.0 0.0 0.0
0.0 -0.1 0.1
-0.1 -0.3 0.0
1.4 1.7 -0.1
0.0 -0.2 0.0
0.0 0.1 0.1
0.0 0.0 0.1
0.0 0.0 -0.1
-0.1 0.0 0.4
0.0 -0.1 0.1
0.0 0.0 -0.1
0.0 0.0 0.0
0.2 0.4 -0.1
0.0 0.0 0.0
-0.7 -0.5 0.6
-0.2 0.1 0.0
0.0 0.0 0.0
0.0 0.0 0.0
-0.5 -0.3 -0.1
0.1 0.0 -0.1
0.0 0.1 0.0
0.2 -0.2 0.2
0.0 0.0 0.0
0.0 -0.1 0.0
-0.1 -0.1 0.0
0.1 -0.1 0.2
0.0 0.0 0.0
0.1 0.0 0.0
0.0 -0.1 0.0
-0.1 -0.1 0.0
0.1 0.0 0.0
0.1 0.0 0.0
0.0 0.0 0.0
0.1 0.0 0.0
0.0 0.0 -0.1
-0.1 0.0 0.1
0.0 0.0 0.0
0.0 0.0 0.0
0.2 0.1 0.0
0.0 0.1 -0.1
0.0 -0.1 0.0
0.0 0.0 0.2
0.0 -0.1 0.0
0.0 0.0 0.0
0.0 0.0 0.1
0.0 0.0 0.0
-0.2 -0.1 0.0
-0.2 -0.2 0.2
0.1 0.0 -0.1
0.0 -0.1 0.0
-0.1 0.0 0.0
0.0 -0.1 0.0
0.0 0.1 -0.1
0.0 0.0 0.0
0.0 0.0 -0.3
0.1 0.0 0.1
-0.1 0.2 0.1
0.4 0.6 0.5
0.2 0.0 0.0
0.0 0.1 0.0
0.0 0.1 0.0
-0.1 0.0 0.1

Output
charge = -2
energy relative to the best compared isomer or geometry (same formula, charge and spin) = 47.1 kcal per mole
E_HOMO = -2.30 eV
HOMO-LUMO gap = 5.99 eV
LUMO = 3.69 eV

=====

- What is the LUMO in the first record?
  0.42 eV